[1]
C29H26N7O5Tl | ωB97M-V/def2-TZVPD

Cartesian coordinates (Å):
Tl 0.14289 -0.03583 -0.24579
O 0.78189 -2.05478 -1.82484
O -3.51373 2.04603 -0.73995
O 0.02053 -3.30856 -3.51594
O 0.92880 2.42589 0.48874
O -1.46887 1.45082 -0.05620
N 1.35347 1.31995 -1.95172
N -2.67567 -1.88137 2.61976
N -1.39999 -0.50417 -1.91715
N 0.06862 0.49608 2.22051
N -1.18866 -1.61193 1.00406
N 3.56474 -0.56071 2.27582
N 2.13238 -0.55598 0.61025
C -3.48276 -5.06633 0.91228
C -2.52560 1.36046 -0.81419
C -2.50267 -4.93893 -0.08405
C -1.71003 -1.10594 2.10001
C -1.85226 -2.83220 0.79865
C 3.40669 -0.78562 0.07440
C -1.27102 0.18996 2.70850
C -0.06643 -2.31092 -2.65785
C -2.30844 -1.76011 -3.71642
C 3.03486 2.90934 -2.52734
C 3.83717 -0.99957 -1.23276
C -3.43642 -0.93896 -3.70217
C 3.13829 2.38838 -3.79998
C 2.29721 1.34025 -4.15622
C 1.15657 -0.21338 2.88209
C -3.64564 -4.10114 1.88322
C 4.31885 -0.78544 1.12656
C 2.11322 2.37036 -1.63721
C -2.80816 -2.99537 1.80054
C -2.47322 0.26884 -1.88149
C 5.68236 -0.98113 0.94311
C 1.91593 3.05265 -0.30195
C 2.28148 -0.43478 1.91383
C -1.67664 -3.83609 -0.15226
C 5.18946 -1.18916 -1.42574
C 1.43917 0.84039 -3.20418
C -3.52632 0.07927 -2.77328
C 6.09974 -1.17926 -0.35608
C -1.31419 -1.50646 -2.79592
H 7.15028 -1.33788 -0.55609
H -1.32342 0.12546 3.79977
H -0.88927 -3.79182 -0.88557
H 0.78262 0.02153 -3.44766
H 2.85334 3.06202 0.25528
H 3.14277 -1.02686 -2.05753
H 5.56292 -1.35903 -2.42656
H 6.37892 -0.98308 1.77017
H 3.91274 -0.51120 3.22015
H 0.23612 1.49433 2.20858
H -4.23578 -1.10642 -4.41123
H -2.38310 -5.73613 -0.80514
H 0.79678 -1.19119 3.21344
H -1.93984 0.98753 2.38296
H -3.21088 -1.67728 3.44803
H -4.38337 0.73450 -2.70577
H 0.04776 2.75325 0.24592
H 3.64354 3.74904 -2.21674
H -4.38405 -4.20411 2.66650
H 2.30669 0.91602 -5.14997
H -4.10703 -5.94876 0.93023
H 0.84972 -3.78888 -3.36758
H 3.83965 2.80359 -4.51107
H -2.21075 -2.57550 -4.41812
H 1.64352 4.09332 -0.49355
H 1.52537 0.31408 3.76568

**Total charge**: +2
**Energy**: -55846.70645 eV
**Maximum force**: 0.005 Eh/bohr
**Energy above the lowest of the compared OMol25 structures with the same formula, charge and spin**: 0.0 kcal per mole

---

[2]
C31H52N13OPS | ωB97M-V/def2-TZVPD

Cartesian coordinates (Å):
S 0.61395 -0.00554 -2.88313
P 1.50868 1.37353 -4.27028
O 7.05873 2.29648 -3.50569
N -1.81146 -0.15799 4.09146
N -3.88692 -5.08776 -4.31593
N -2.93330 -7.15740 0.92431
N 5.38788 6.03570 2.07895
N 0.11095 1.94934 1.19579
N -4.88846 -0.11777 -2.03233
N 0.16347 -2.75455 -0.78510
N -4.38417 -3.79959 8.75153
N -1.56102 -0.40506 -5.93496
N -2.39111 1.66707 8.25850
N -1.74816 -6.13227 6.67318
N 8.70382 5.62573 -0.49615
N -1.30636 3.13967 -4.15812
C -1.31135 -0.18319 0.75747
C 9.19464 6.89201 1.72195
C -3.23776 -3.82600 8.80622
C 6.87886 0.97168 -3.06719
C -3.57074 -2.50987 -4.42908
C -7.25024 0.74573 -2.69847
C -2.04293 2.82404 -3.33644
C -1.78636 -3.85145 8.86091
C -1.09248 0.56159 4.62249
C -3.57354 -6.79027 -1.57206
C 5.42816 5.32569 1.17831
C -1.31322 -4.47320 0.49797
C 4.95653 3.53690 -3.39317
C -1.59732 0.53652 -6.58906
C -0.52039 1.00990 1.00212
C -0.19738 1.48685 5.29410
C 3.50196 3.31163 -3.84444
C -1.59143 1.76303 -7.36648
C -0.48636 -3.51352 -0.21936
C -5.93060 0.26171 -2.32608
C -2.72105 -6.35657 6.10857
C -3.76287 -3.94794 -4.36535
C 8.92016 6.18631 0.48097
C 5.47886 4.43025 0.03394
C 3.01674 1.94832 -3.36142
C -2.93141 2.42571 -2.25783
C -3.59208 -0.54807 7.60951
C -3.21567 -7.01107 -0.17856
C -3.95726 -6.64151 5.39971
C -2.93041 0.69543 7.97219
C 5.97110 2.80224 -4.26685
H -3.85585 -7.54281 4.79787
H -1.44837 -4.16486 1.53360
H 9.59406 7.88417 1.51990
H 5.44546 1.99759 -4.78187
H -0.85376 -5.45998 0.49471
H 4.56290 4.48613 -0.55125
H -1.38070 -2.83986 8.88873
H -3.33013 -7.65478 -2.18598
H -3.03746 -5.93588 -1.97881
H 3.82164 1.22544 -3.44437
H -2.12552 0.02245 0.06222
H 1.97539 0.48731 -5.28130
H -4.40750 -0.36371 6.91276
H -1.44125 -4.37451 9.75098
H -2.89298 -1.23044 7.12874
H 7.75308 0.71000 -2.48420
H -3.66694 3.20249 -2.04977
H 0.05364 2.32847 4.65053
H -3.46554 1.51096 -2.50599
H -4.21808 -5.81753 4.73839
H -7.58094 1.52457 -2.01375
H -7.97750 -0.06355 -2.67092
H 5.60910 3.39780 0.35529
H -1.74535 -0.55084 1.68707
H -1.38980 -4.36879 7.98522
H 6.31526 4.68433 -0.61674
H 9.92103 6.34669 2.32174
H 3.44736 3.38779 -4.92741
H 2.76487 1.99274 -2.30712
H -0.66143 1.85721 -7.92403
H 6.01710 0.86467 -2.40279
H -4.63805 -6.59236 -1.67711
H 0.72722 0.98953 5.58186
H -4.41079 -2.02228 -4.92073
H 5.18590 4.59167 -3.27802
H 8.28133 7.00187 2.30538
H -2.41868 1.77708 -8.07464
H -4.77536 -6.78610 6.10301
H -2.29617 -4.55708 0.03775
H 6.41482 3.46961 -4.99702
H -0.66849 1.87339 6.19803
H -2.66413 -2.25016 -4.97195
H -1.67870 2.62412 -6.70499
H -2.36931 2.24422 -1.34247
H -4.00498 -1.04772 8.48387
H -0.70015 -0.97941 0.33096
H 2.88579 4.06874 -3.37552
H -3.48507 -2.09422 -3.42556
H 5.03563 3.09183 -2.40377
H -7.23767 1.15913 -3.70541
H 1.16453 0.37017 -1.72009
H 6.75318 0.28486 -3.90473

**Total charge**: 0
**Energy**: -74528.89188 eV
**Maximum force**: 0.023 Eh/bohr

---

| no. | Kohn-Sham gap (Ha) |
| --- | --- |
| 1 | 0.2982 |
| 2 | 0.2883 |